(1)
C3H10N6O2 | ωB97M-V/def2-TZVPD

Geometry (Å):
N (1.3279, 1.8567, -0.8047)
C (0.5938, 1.0901, 0.1017)
O (0.9851, 1.3715, 1.3577)
N (-0.8705, 1.0942, -0.1873)
C (-1.6844, 0.0465, -0.0586)
N (-2.9847, 0.1796, 0.0567)
N (-1.1266, -1.1787, 0.1416)
C (0.2429, -1.4461, -0.0289)
N (0.8219, -2.6586, 0.0671)
N (1.0693, -0.3958, -0.0278)
O (2.3896, -0.7363, -0.1740)
H (1.3638, 1.6556, -1.7796)
H (2.1430, 2.3447, -0.4758)
H (0.5112, 2.1564, 1.7080)
H (-1.1209, 2.0703, -0.1913)
H (-3.6210, -0.5043, -0.3531)
H (-3.4585, 1.0494, 0.2107)
H (-1.6973, -1.9071, 0.5811)
H (1.8015, -2.7191, 0.2911)
H (0.4629, -3.4656, -0.4164)
H (2.8510, 0.0968, -0.0181)

Output
LUMO: -7.99 eV
gap between HOMO and LUMO: 10.181 eV
energy above the lowest of the compared OMol25 structures with the same formula, charge and spin: 3.2 kcal per mole
SMILES: N[C@@]1(O)NC(=[NH2+])NC(=[NH2+])N1O
charge: +2
energy: -598.6956 a.u.

These are the natural (NBO) partial charges, in e, on atoms 1 to 8: -0.853, 0.687, -0.662, -0.579, 0.708, -0.721, -0.575, 0.641

(2)
C50H33N4PdSe | ωB97M-V/def2-TZVPD

Geometry (Å):
Pd (-0.6153, 0.0351, -0.0197)
C (-0.0634, -5.0346, -5.7097)
C (-0.9102, -3.9385, -5.7654)
C (-0.9061, -2.9971, -4.7538)
C (-0.0467, -3.1344, -3.6627)
C (0.8363, -4.2132, -3.6462)
C (0.8171, -5.1623, -4.6479)
C (-0.0961, -2.1886, -2.5421)
C (-0.2402, -2.7042, -1.2382)
C (-0.2154, -4.0830, -0.8693)
C (-0.2319, -4.1361, 0.4925)
C (-0.3563, -2.7971, 0.9597)
C (-0.6398, -2.4564, 2.2933)
C (-0.3701, -3.4817, 3.3275)
C (0.9512, -3.7814, 3.6556)
C (1.2434, -4.7155, 4.6324)
C (0.2235, -5.3862, 5.2865)
C (-1.0919, -5.1102, 4.9554)
C (-1.3871, -4.1639, 3.9898)
C (-1.2195, -1.2401, 2.6602)
N (-1.4145, -0.1799, 1.8155)
C (-2.0975, 0.7775, 2.4909)
C (-2.4344, 2.0652, 2.0227)
C (-3.4961, 2.7358, 2.7806)
C (-4.6486, 1.9883, 3.0547)
C (-5.6936, 2.5146, 3.7831)
C (-5.6319, 3.8213, 4.2399)
C (-4.5045, 4.5775, 3.9690)
C (-3.4431, 4.0435, 3.2599)
C (-1.8391, 2.6585, 0.8884)
C (-1.9183, 4.0248, 0.4912)
C (-1.0788, 4.1844, -0.5741)
C (-0.5305, 2.9033, -0.8715)
N (-1.0236, 1.9972, 0.0154)
C (0.2825, 2.6337, -2.0032)
C (0.3883, 1.3498, -2.5667)
C (0.8614, 1.0083, -3.8713)
C (0.6470, -0.3247, -4.0472)
C (0.0978, -0.8275, -2.8269)
N (-0.0528, 0.2071, -1.9551)
C (1.0444, 3.7756, -2.5269)
C (1.7216, 4.5532, -1.5794)
C (2.4929, 5.6335, -1.9476)
C (2.6276, 5.9703, -3.2851)
C (1.9677, 5.2136, -4.2381)
C (1.1750, 4.1401, -3.8689)
C (-2.3570, 0.3052, 3.8197)
C (-1.7942, -0.9282, 3.9296)
N (-0.3566, -1.9509, -0.1098)
H (-0.0792, -5.7777, -6.4949)
H (-1.5880, -3.8289, -6.6011)
H (-1.5814, -2.1527, -4.7916)
H (1.5505, -4.2852, -2.8397)
H (1.4886, -6.0091, -4.5987)
H (-0.1947, -4.9135, -1.5479)
H (-0.2026, -5.0130, 1.1102)
H (1.7508, -3.2525, 3.1571)
H (2.2746, -4.9178, 4.8863)
H (0.4518, -6.1168, 6.0499)
H (-1.8970, -5.6367, 5.4497)
H (-2.4186, -3.9606, 3.7383)
H (-4.7041, 0.9755, 2.6820)
H (-6.5619, 1.9056, 3.9937)
H (-6.4532, 4.2374, 4.8058)
H (-4.4485, 5.5957, 4.3261)
H (-2.5485, 4.6296, 3.1103)
H (-2.5285, 4.7748, 0.9549)
H (-0.8915, 5.0826, -1.1362)
H (1.2959, 1.6856, -4.5766)
H (0.8722, -0.9132, -4.9153)
H (1.6319, 4.2835, -0.5378)
H (3.0033, 6.2077, -1.1880)
H (3.2320, 6.8186, -3.5756)
H (2.0737, 5.4652, -5.2855)
H (0.6349, 3.6031, -4.6349)
H (-2.8808, 0.8439, 4.5852)
H (-1.7823, -1.5669, 4.7914)
Se (1.7526, 0.4127, 1.3707)
C (3.4300, 0.3532, 0.4580)
C (4.0498, 1.5387, 0.0689)
C (5.3176, 1.5195, -0.4759)
C (5.9838, 0.3150, -0.6441)
C (5.3729, -0.8698, -0.2602)
C (4.1041, -0.8541, 0.2854)
H (3.5275, 2.4725, 0.2144)
H (5.7934, 2.4488, -0.7625)
H (6.9759, 0.2993, -1.0760)
H (5.8978, -1.8094, -0.3782)
H (3.6254, -1.7724, 0.5945)

Output
LUMO: 1.29 eV
gap between HOMO and LUMO: 3.970 eV
charge: -1
energy: -4673.5996 a.u.

These are the Mulliken partial charges, in e, on atoms 1 to 8: 1.017, -0.417, -0.799, -0.194, 0.140, -0.548, -0.798, 1.343

gap between HOMO and LUMO of number 2 (C50H33N4PdSe)? 3.970 eV

The highest LUMO belongs to which entry? C50H33N4PdSe

Which of these has the highest energy? C3H10N6O2

energy of number 2 (C50H33N4PdSe)? -4673.5996 a.u.